Here is a single C24H47ClINO5P2S3 molecule from OMol25. Energies are from wB97M-V/def2-TZVPD.

Last columns: bonded neighbours and bond lengths (Å).
Geometry (Å):
1 C -2.66995 1.41065 -3.19249  C2 1.529, H38 1.086, H39 1.086, H40 1.089
2 C -1.90513 2.65751 -3.63620  C1 1.529, C3 1.537, H41 1.087, H42 1.089
3 C -0.62890 2.36614 -4.44136  C2 1.537, C4 1.530, H43 1.088, H44 1.086
4 C 0.65766 2.31619 -3.61480  C3 1.530, C5 1.546, H45 1.089, H46 1.086
5 C 0.64714 1.17638 -2.57012  C4 1.546, C6 1.535, H47 1.089, H48 1.086
6 C 0.28125 1.68758 -1.16959  C5 1.535, C7 1.544, H49 1.082, H50 1.090
7 C 0.12191 0.49683 -0.19919  C6 1.544, C8 1.552, H51 1.086, H52 1.089
8 C 1.00290 0.59531 1.07413  C7 1.552, N9 1.449, H53 1.086, H54 1.082
9 N 1.77687 -0.59902 1.34590  C8 1.449, C10 1.458, C18 1.394
10 C 3.11839 -0.66322 0.77949  N9 1.458, C11 1.547, H55 1.084, H56 1.093
11 C 4.05762 0.56205 0.88541  C10 1.547, C12 1.531, H57 1.090, H58 1.086
12 C 4.03861 1.37286 2.18363  C11 1.531, C13 1.536, H59 1.083, H60 1.087
13 C 4.57928 2.79433 1.96509  C12 1.536, C14 1.537, H61 1.084, H62 1.091
14 C 3.65576 3.70361 1.13839  C13 1.537, C15 1.556, H63 1.088, H64 1.084
15 C 2.82998 4.75704 1.93156  C14 1.556, C16 1.524, H65 1.091, H66 1.084
16 C 2.47345 4.42843 3.37608  C15 1.524, C17 1.541, H67 1.083, H68 1.089
17 C 1.32618 3.40931 3.51713  C16 1.541, H69 1.080, H70 1.084, H71 1.087
18 C 1.55268 -1.24173 2.56239  N9 1.394, S19 1.615, S20 1.825
19 S 2.45362 -1.17961 3.90154  C18 1.615
20 S 0.12782 -2.38252 2.57859  C18 1.825, C21 1.816
21 C -1.37403 -1.36825 2.69471  S20 1.816, C22 1.546, H72 1.084, H73 1.084
22 C -2.49168 -1.81301 1.72292  C21 1.546, C23 1.534, H74 1.087, H75 1.080
23 C -2.01641 -2.14811 0.30296  C22 1.534, C24 1.573, H76 1.081, H77 1.088
24 C -2.11775 -3.65422 -0.13845  C23 1.573, P25 1.860, O29 1.406, C33 1.543
25 P -0.64527 -3.89074 -1.24958  C24 1.860, O26 1.452, O27 1.595, O28 1.583
26 O -0.64732 -5.13601 -1.99630  P25 1.452
27 O -0.57598 -2.61691 -2.20633  P25 1.595, H78 0.974
28 O 0.66517 -3.79600 -0.36676  P25 1.583, H79 0.975
29 O -2.04973 -4.55230 0.94092  C24 1.406, C30 1.406
30 C -3.31849 -5.06478 1.26333  O29 1.406, I31 2.168, C32 1.513, H80 1.079
31 I -3.70117 -5.09359 3.39708  C30 2.168
32 C -4.29990 -4.22826 0.47131  C30 1.513, C33 1.524, H81 1.081, H82 1.089
33 C -3.46610 -4.02954 -0.78882  C24 1.543, C32 1.524, S34 1.857, P35 1.858
34 S -3.54942 -5.71101 -1.57275  C33 1.857, H83 1.342
35 P -4.17592 -2.84060 -2.02723  C33 1.858, O36 1.643, Cl37 2.088
36 O -3.22631 -3.22367 -3.31159  P35 1.643, H84 0.973
37 Cl -6.02728 -3.66352 -2.53045  P35 2.088
38 H -3.61751 1.66515 -2.72637  C1 1.086
39 H -2.10040 0.78421 -2.51245  C1 1.086
40 H -2.88384 0.83281 -4.09010  C1 1.089
41 H -1.74369 3.34380 -2.80917  C2 1.087
42 H -2.58446 3.17219 -4.31384  C2 1.089
43 H -0.74809 1.40275 -4.93356  C3 1.088
44 H -0.51427 3.17370 -5.15782  C3 1.086
45 H 0.79950 3.24913 -3.07192  C4 1.089
46 H 1.52869 2.14993 -4.24157  C4 1.086
47 H 1.62709 0.71050 -2.48143  C5 1.089
48 H -0.03929 0.38293 -2.85040  C5 1.086
49 H -0.64048 2.25331 -1.19392  C6 1.082
50 H 1.08467 2.35236 -0.85375  C6 1.090
51 H 0.26422 -0.45078 -0.71079  C7 1.086
52 H -0.92001 0.51703 0.11739  C7 1.089
53 H 1.58110 1.51217 1.00363  C8 1.086
54 H 0.32042 0.74220 1.90121  C8 1.082
55 H 3.62446 -1.50947 1.23091  C10 1.084
56 H 3.04145 -0.91510 -0.28124  C10 1.093
57 H 3.87259 1.21733 0.03389  C11 1.090
58 H 5.06808 0.18018 0.77593  C11 1.086
59 H 3.08249 1.38977 2.69201  C12 1.083
60 H 4.72712 0.88377 2.86745  C12 1.087
61 H 4.90284 3.25045 2.89368  C13 1.084
62 H 5.48226 2.64545 1.37139  C13 1.091
63 H 4.30158 4.27377 0.47461  C14 1.088
64 H 3.02957 3.11666 0.47558  C14 1.084
65 H 1.87797 4.86331 1.41021  C15 1.091
66 H 3.30890 5.72566 1.83958  C15 1.084
67 H 3.32738 4.16127 3.98679  C16 1.083
68 H 2.09122 5.35146 3.80874  C16 1.089
69 H 0.95379 3.10397 2.55044  C17 1.080
70 H 0.52935 3.80913 4.13395  C17 1.084
71 H 1.68867 2.53274 4.04696  C17 1.087
72 H -1.21013 -0.30715 2.54417  C21 1.084
73 H -1.75595 -1.47027 3.70399  C21 1.084
74 H -3.17371 -0.97113 1.63114  C22 1.087
75 H -3.03958 -2.60859 2.20554  C22 1.080
76 H -0.99765 -1.83000 0.13392  C23 1.081
77 H -2.63109 -1.57581 -0.38847  C23 1.088
78 H -1.09534 -2.81438 -3.00625  O27 0.974
79 H 1.09929 -2.93228 -0.49442  O28 0.975
80 H -3.32069 -6.11812 1.02746  C30 1.079
81 H -5.26540 -4.69238 0.32835  C32 1.081
82 H -4.49578 -3.23560 0.87396  C32 1.089
83 H -3.43303 -5.47387 -2.88843  S34 1.342
84 H -3.48389 -2.68174 -4.07753  O36 0.973

Properties
Total charge: 0
Frontier orbital gap: 7.7 eV
E: -109086.076 eV
SMILES: CCCCCCCCN(CCCCCCCC)C(=S)SCCC[C@@]1(P(=O)(O)O)O[C@@H](I)C[C@@]1(S)P(O)Cl